No. 1
Entry from the Open Molecules 2025 dataset: C23H20N4O4S in the gas phase at a distorted geometry (ωB97M-V/def2-TZVPD).

Each line ends with the natural charge from an NBO analysis.
Geometry (Å):
1 C -3.29 3.82 0.40  -0.713
2 C -2.46 2.60 0.74  0.694
3 O -1.48 2.64 1.44  -0.609
4 N -2.96 1.46 0.18  -0.637
5 C -2.48 0.15 0.33  0.214
6 C -1.70 -0.22 1.43  -0.237
7 C -1.26 -1.52 1.54  -0.225
8 C -1.55 -2.47 0.56  0.117
9 N -1.01 -3.75 0.67  -0.837
10 S 0.67 -3.86 0.87  2.307
11 O 1.01 -3.40 2.18  -0.922
12 O 1.01 -5.21 0.53  -0.935
13 C 1.20 -2.65 -0.35  -0.275
14 C 1.37 -1.38 0.16  -0.170
15 C 1.49 -0.29 -0.70  -0.094
16 C 1.56 1.07 -0.15  0.218
17 N 2.33 1.25 0.86  -0.197
18 N 2.47 2.47 1.38  -0.391
19 C 1.92 3.64 0.92  0.610
20 O 2.21 4.71 1.42  -0.605
21 C 0.98 3.44 -0.19  -0.044
22 C 0.27 4.53 -0.70  -0.168
23 C -0.66 4.35 -1.70  -0.217
24 C -0.91 3.07 -2.18  -0.204
25 C -0.22 1.98 -1.69  -0.197
26 C 0.77 2.15 -0.71  -0.098
27 C 1.54 -0.53 -2.07  -0.165
28 C 1.41 -1.82 -2.56  -0.210
29 C 1.18 -2.90 -1.71  0.002
30 C 0.93 -4.26 -2.29  -0.661
31 C -2.35 -2.10 -0.51  -0.237
32 C -2.82 -0.80 -0.62  -0.246
33 H -2.77 4.71 0.75  0.246
34 H -3.46 3.90 -0.67  0.220
35 H -4.25 3.76 0.91  0.233
36 H -3.72 1.56 -0.48  0.395
37 H -1.45 0.50 2.18  0.253
38 H -0.67 -1.83 2.39  0.250
39 H -1.32 -4.41 -0.03  0.407
40 H 1.40 -1.23 1.22  0.257
41 H 3.10 2.52 2.18  0.409
42 H 0.47 5.51 -0.27  0.241
43 H -1.20 5.19 -2.10  0.218
44 H -1.66 2.92 -2.94  0.214
45 H -0.44 0.99 -2.05  0.229
46 H 1.70 0.29 -2.76  0.222
47 H 1.45 -1.99 -3.63  0.215
48 H -0.11 -4.33 -2.61  0.215
49 H 1.12 -5.04 -1.56  0.261
50 H 1.55 -4.42 -3.17  0.226
51 H -2.61 -2.83 -1.27  0.212
52 H -3.44 -0.53 -1.46  0.207

Properties
Charge: 0
ΔE to the lowest compared entry with this formula, charge and spin, eV: 0.000
SMILES string: CC(=O)Nc1ccc(NS(=O)(=O)c2cc(-c3n[nH]c(=O)c4ccccc34)ccc2C)cc1
Highest occupied orbital energy, eV: -8.413
Orbital gap, Eh: 0.3134
E, hartree: -1806.6753


No. 2
Entry from the Open Molecules 2025 dataset: a molecular structure, C23H21BBrF4N2O2S3V at a distorted geometry (ωB97M-V/def2-TZVPD).

Each line ends with the Mulliken spin population.
Geometry (Å):
1 V 0.95 -0.38 -0.76  2.284
2 C -2.89 -2.11 1.50  -0.001
3 C -3.86 -0.99 1.10  0.001
4 S -3.19 0.16 -0.12  -0.003
5 C -3.53 1.75 0.66  0.000
6 C -2.98 1.98 2.07  -0.001
7 S -1.19 1.77 2.20  0.001
8 C -1.03 0.70 3.64  0.000
9 C -1.67 -0.69 3.53  0.000
10 S -1.24 -1.61 2.04  0.014
11 H -2.70 -2.75 0.64  -0.001
12 H -3.36 -2.72 2.27  0.000
13 H -4.17 -0.43 1.98  0.000
14 H -4.76 -1.47 0.70  0.000
15 H -4.61 1.93 0.68  0.000
16 H -3.09 2.47 -0.04  0.000
17 H -3.47 1.32 2.78  0.000
18 H -3.24 3.00 2.36  0.000
19 H -1.42 1.20 4.53  0.000
20 H 0.04 0.60 3.77  0.001
21 H -2.76 -0.59 3.57  0.000
22 H -1.38 -1.26 4.41  0.000
23 F 2.90 2.42 3.52  0.000
24 C 2.70 1.22 2.92  -0.003
25 C 2.02 1.16 1.72  -0.021
26 C 1.82 -0.08 1.11  -0.090
27 C 2.35 -1.23 1.72  -0.021
28 C 3.01 -1.11 2.94  0.006
29 F 3.53 -2.19 3.57  0.000
30 C 3.20 0.11 3.57  0.018
31 C 2.22 -2.49 0.95  -0.005
32 C 2.59 -3.76 1.40  -0.013
33 C 2.50 -4.84 0.53  0.020
34 C 2.05 -4.64 -0.76  0.000
35 C 1.67 -3.36 -1.12  0.049
36 N 1.73 -2.32 -0.30  -0.073
37 H 1.65 2.07 1.28  0.008
38 H 3.73 0.18 4.50  0.002
39 H 2.95 -3.89 2.40  0.001
40 H 2.79 -5.82 0.87  0.002
41 H 1.98 -5.44 -1.48  0.000
42 H 1.29 -3.15 -2.12  0.019
43 Br 4.60 -1.12 -1.40  0.012
44 C 3.51 -0.10 -2.59  0.169
45 C 4.01 0.20 -3.81  -0.092
46 C 3.25 1.04 -4.68  0.368
47 C 2.08 1.58 -4.17  -0.162
48 C 1.63 1.25 -2.91  0.336
49 N 2.32 0.32 -2.07  0.163
50 C 0.40 1.85 -2.34  0.022
51 O -0.23 2.73 -2.91  0.078
52 O 0.06 1.33 -1.17  -0.007
53 H 4.97 -0.18 -4.10  -0.008
54 H 3.61 1.28 -5.67  0.043
55 H 1.47 2.27 -4.73  -0.011
56 F -1.59 -2.48 -1.44  -0.002
57 B -0.71 -1.46 -1.58  -0.125
58 F -0.57 -1.16 -2.91  0.023

Properties
Charge: -1
Multiplicity: 4
ΔE to the lowest compared entry with this formula, charge and spin, eV: 0.000
Highest occupied orbital energy (spin up / spin down), eV: -2.372 / -5.251
⟨S²⟩: 3.7999
Orbital gap (spin up / spin down), Eh: 0.1720 / 0.2778
E, hartree: -6286.1311


No. 3
Entry from the Open Molecules 2025 dataset: a molecular structure, C23H21BFFeN7O3 (ωB97M-V/def2-TZVPD).

Each line ends with the Mulliken spin population.
Geometry (Å):
1 Fe -2.03 0.25 0.36  4.372
2 C -4.54 -2.07 -2.17  0.008
3 C -3.41 -1.98 -1.37  0.017
4 N -3.10 -0.70 -1.16  0.082
5 N -4.04 0.05 -1.78  0.000
6 C -4.92 -0.75 -2.39  0.018
7 B -4.09 1.57 -1.55  -0.036
8 N -2.69 2.15 -1.80  -0.015
9 C -2.30 3.16 -2.59  0.016
10 C -0.94 3.34 -2.43  0.006
11 C -0.57 2.39 -1.49  0.015
12 N -1.63 1.66 -1.12  0.088
13 N -4.43 1.81 -0.03  0.011
14 C -5.43 2.47 0.55  0.025
15 C -5.33 2.35 1.93  0.009
16 C -4.21 1.56 2.13  0.002
17 N -3.67 1.23 0.95  0.064
18 H -5.03 -2.96 -2.53  0.001
19 H -2.80 -2.76 -0.95  -0.001
20 H -5.74 -0.34 -2.94  0.000
21 H -4.91 2.09 -2.24  0.000
22 H -3.02 3.67 -3.21  0.000
23 H -0.31 4.07 -2.91  0.001
24 H 0.40 2.18 -1.07  0.000
25 H -6.15 2.99 -0.06  0.001
26 H -5.98 2.76 2.67  0.001
27 H -3.77 1.21 3.05  0.000
28 C 3.83 -3.90 -0.11  0.000
29 C 4.19 -2.69 0.73  -0.001
30 C 5.38 -1.95 0.15  0.000
31 C 5.72 -0.73 0.98  0.000
32 C 4.53 0.18 1.07  0.002
33 C 4.67 1.53 1.22  -0.001
34 C 3.54 2.36 1.30  0.002
35 F 3.74 3.67 1.45  0.000
36 C 2.27 1.86 1.23  0.004
37 C 2.11 0.48 1.08  0.009
38 C 0.77 -0.07 1.02  0.003
39 O -0.22 0.74 1.02  0.086
40 C 0.65 -1.47 0.99  -0.006
41 C 1.80 -2.23 0.91  0.004
42 N 3.03 -1.74 0.87  0.007
43 C 3.23 -0.37 1.00  -0.002
44 C -0.64 -2.21 1.06  0.017
45 O -0.67 -3.42 1.11  0.026
46 O -1.72 -1.46 1.08  0.162
47 H 4.75 -4.43 -0.35  0.000
48 H 3.36 -3.60 -1.05  0.000
49 H 3.18 -4.61 0.40  0.000
50 H 4.44 -3.01 1.75  0.000
51 H 5.15 -1.65 -0.88  0.000
52 H 6.22 -2.64 0.11  0.000
53 H 6.57 -0.18 0.56  0.000
54 H 6.02 -1.04 1.99  0.000
55 H 5.65 1.98 1.28  0.000
56 H 1.41 2.51 1.31  0.002
57 H 1.68 -3.31 0.87  0.002

Properties
Charge: +1
Multiplicity: 6
ΔE to the lowest compared entry with this formula, charge and spin, eV: 0.061
Highest occupied orbital energy (spin up / spin down), eV: -11.749 / -11.741
⟨S²⟩: 8.7586
Orbital gap (spin up / spin down), Eh: 0.3179 / 0.2717
E, hartree: -2886.4845


No. 4
Entry from the Open Molecules 2025 dataset: a molecular structure, C23H21BrCsN5O3S2 (ωB97M-V/def2-TZVPD).

Each line ends with the natural charge from an NBO analysis.
Geometry (Å):
1 Cs 1.38 -0.74 -0.62  0.953
2 Br 8.79 -0.55 -3.91  0.090
3 C 7.46 -0.62 -2.58  -0.083
4 C 6.13 -0.64 -2.94  -0.227
5 C 5.16 -0.68 -1.95  -0.208
6 C 5.50 -0.70 -0.60  0.174
7 C 6.86 -0.69 -0.26  -0.240
8 C 7.83 -0.65 -1.24  -0.209
9 N 4.42 -0.73 0.32  -0.458
10 C 4.63 -0.66 1.57  0.119
11 C 3.57 -0.69 2.60  0.126
12 C 3.96 -0.64 3.93  -0.213
13 C 2.99 -0.67 4.93  -0.152
14 C 1.66 -0.76 4.55  -0.233
15 C 1.37 -0.80 3.19  0.051
16 N 2.28 -0.78 2.24  -0.461
17 H 5.85 -0.62 -3.98  0.237
18 H 4.12 -0.71 -2.24  0.203
19 H 7.18 -0.73 0.77  0.214
20 H 8.88 -0.65 -0.97  0.235
21 H 5.64 -0.57 1.99  0.158
22 H 5.01 -0.58 4.19  0.225
23 H 3.27 -0.64 5.97  0.232
24 H 0.87 -0.78 5.28  0.236
25 H 0.33 -0.87 2.87  0.198
26 O -7.64 -1.91 -3.96  -1.005
27 S -8.68 -1.19 -3.24  2.398
28 O -9.87 -1.96 -2.95  -0.991
29 O -8.91 0.17 -3.69  -1.001
30 C -7.94 -0.89 -1.61  0.154
31 N -8.75 -0.62 -0.58  -0.402
32 C -8.17 -0.37 0.58  0.077
33 C -6.79 -0.38 0.76  -0.305
34 C -6.04 -0.68 -0.37  0.184
35 N -6.61 -0.93 -1.54  -0.438
36 C -4.55 -0.73 -0.39  0.004
37 C -3.75 -0.30 0.67  -0.236
38 C -2.38 -0.36 0.53  0.015
39 N -1.75 -0.82 -0.55  -0.519
40 C -2.53 -1.24 -1.56  0.026
41 C -3.91 -1.21 -1.53  -0.208
42 H -8.83 -0.15 1.42  0.189
43 H -6.35 -0.18 1.73  0.206
44 H -4.18 0.10 1.57  0.220
45 H -1.74 0.00 1.34  0.172
46 H -2.02 -1.61 -2.44  0.188
47 H -4.51 -1.54 -2.36  0.281
48 C -0.14 3.72 -0.90  -0.735
49 S 1.21 2.60 -0.50  0.131
50 C 2.53 3.79 -0.19  -0.737
51 H 0.10 4.30 -1.79  0.224
52 H -0.36 4.37 -0.06  0.222
53 H -1.02 3.11 -1.11  0.244
54 H 2.27 4.45 0.64  0.222
55 H 2.72 4.39 -1.09  0.223
56 H 3.43 3.24 0.06  0.230

Properties
Charge: 0
Highest occupied orbital energy, eV: -6.783
Orbital gap, Eh: 0.1761
E, hartree: -4779.0565


No. 5
Entry from the Open Molecules 2025 dataset: C23H21Cl2N3O3S in the gas phase (ωB97M-V/def2-TZVPD).

Each line ends with the natural charge from an NBO analysis.
Geometry (Å):
1 C -5.94 -2.01 0.60  -0.253
2 O -5.13 -1.40 -0.38  -0.489
3 C -4.25 -0.44 0.00  0.324
4 C -4.11 0.05 1.29  -0.326
5 C -3.17 1.04 1.54  -0.173
6 C -2.37 1.54 0.53  -0.276
7 C -2.52 1.06 -0.76  0.073
8 C -1.62 1.56 -1.87  -0.241
9 N -0.39 0.82 -1.88  -0.355
10 C -0.22 -0.44 -2.38  0.224
11 N 0.96 -0.94 -2.16  -0.495
12 C 1.64 0.04 -1.47  0.122
13 C 2.94 0.02 -0.95  0.099
14 N 3.70 -1.17 -1.03  -0.842
15 S 3.61 -2.09 0.37  2.320
16 O 4.06 -3.41 0.04  -0.916
17 O 4.27 -1.40 1.43  -0.937
18 C 1.84 -2.04 0.74  -0.354
19 C 1.44 -1.09 1.66  -0.189
20 C 0.09 -0.87 1.89  -0.163
21 C -0.85 -1.61 1.19  -0.215
22 C -0.44 -2.56 0.27  -0.082
23 Cl -1.62 -3.43 -0.62  0.037
24 C 0.92 -2.79 0.03  -0.030
25 Cl 1.42 -3.94 -1.11  0.082
26 C 3.41 1.16 -0.31  -0.014
27 C 4.82 1.20 0.19  -0.640
28 C 2.56 2.27 -0.13  -0.001
29 C 3.07 3.48 0.59  -0.626
30 C 1.25 2.27 -0.60  -0.240
31 C 0.80 1.15 -1.28  0.103
32 C -3.45 0.08 -1.02  -0.279
33 H -6.53 -2.75 0.08  0.205
34 H -5.33 -2.50 1.37  0.179
35 H -6.60 -1.28 1.08  0.177
36 H -4.71 -0.32 2.10  0.226
37 H -3.06 1.42 2.55  0.217
38 H -1.64 2.30 0.75  0.215
39 H -1.38 2.62 -1.72  0.221
40 H -2.11 1.44 -2.84  0.218
41 H -1.00 -0.96 -2.90  0.204
42 H 3.39 -1.74 -1.81  0.423
43 H 2.21 -0.54 2.18  0.251
44 H -0.23 -0.13 2.60  0.217
45 H -1.90 -1.44 1.34  0.238
46 H 5.30 2.12 -0.12  0.210
47 H 5.37 0.35 -0.20  0.242
48 H 4.84 1.14 1.28  0.229
49 H 2.28 4.21 0.74  0.212
50 H 3.47 3.19 1.57  0.220
51 H 3.88 3.95 0.03  0.220
52 H 0.62 3.13 -0.44  0.208
53 H -3.59 -0.32 -2.02  0.222

Properties
Charge: 0
ΔE to the lowest compared entry with this formula, charge and spin, eV: 0.000
SMILES string: COc1cccc(Cn2cnc3c(NS(=O)(=O)c4cccc(Cl)c4Cl)c(C)c(C)cc32)c1
Highest occupied orbital energy, eV: -8.434
Orbital gap, Eh: 0.3275
E, hartree: -2597.6342